Entry 1:
Formula: C2H15N2O3
Source: the Open Molecules 2025 dataset
Level of theory: ωB97M-V/def2-TZVPD

Structure (XYZ):
```
22
Properties=species:S:1:pos:R:3
N 0.10 1.88 1.12
C 0.58 1.26 -0.16
C 1.70 0.31 0.30
N 2.05 -0.64 -0.75
H 0.32 1.29 1.95
H 0.33 2.80 1.53
H -1.04 1.76 1.15
H -0.28 0.67 -0.60
H 0.83 2.13 -0.80
H 2.59 0.97 0.37
H 1.51 -0.24 1.34
H 2.93 -0.86 -0.84
H 1.50 -1.51 -0.52
H -2.75 -1.21 -0.39
H -2.72 -0.33 -1.72
O -3.27 -0.56 -0.90
H -0.18 -0.97 2.00
H -1.39 -1.60 1.26
O -1.02 -0.79 1.60
H -0.68 -0.87 -2.51
H -0.43 -2.20 -1.81
O -0.69 -1.27 -1.63
```

energy	-11431.915	eV
energy relative to the best compared isomer or geometry (same formula, charge and spin)	257.6	kJ/mol
charge	+1
largest force on an atom	7.99	eV/A
E_HOMO	-13.50	eV

---

Entry 2:
Formula: C6H12NO
Source: the Open Molecules 2025 dataset
Level of theory: ωB97M-V/def2-TZVPD

Structure (XYZ):
```
20
Properties=species:S:1:pos:R:3
C -1.27 -1.11 0.11
O -1.39 -1.15 -1.29
C -1.84 0.23 0.66
C -1.20 1.43 -0.07
C 0.24 1.31 -0.30
C 1.11 0.62 0.56
N 2.42 0.20 0.16
C 2.41 -1.14 -0.15
H -1.88 -1.91 0.53
H -0.20 -1.17 0.43
H -0.63 -1.52 -1.73
H -1.65 0.16 1.74
H -2.92 0.31 0.58
H -1.68 1.52 -1.04
H -1.38 2.38 0.48
H 0.56 1.51 -1.32
H 0.88 0.56 1.62
H 2.72 0.81 -0.61
H 2.75 -1.73 0.71
H 2.95 -1.29 -1.09
```

multiplicity	2
energy	-9929.080	eV
energy relative to the best compared isomer or geometry (same formula, charge and spin)	548.3	kJ/mol
charge	+2
largest force on an atom	6.36	eV/A
E_HOMO (alpha / beta)	-18.87 / -18.45	eV

---

Entry 3:
Formula: C6H10InO3
Source: the Open Molecules 2025 dataset
Level of theory: ωB97M-V/def2-TZVPD

Structure (XYZ):
```
20
Properties=species:S:1:pos:R:3
O -1.74 1.59 1.85
In 0.38 3.65 1.03
O 0.43 1.99 1.93
C -0.54 1.30 2.22
O -0.44 0.02 2.54
C 0.87 -0.62 2.51
H 0.75 -1.44 3.24
H 1.61 0.11 2.85
C 1.17 -1.14 1.14
C 2.22 -0.73 0.43
H 0.48 -1.88 0.74
H 2.47 -1.20 -0.53
H 2.87 0.08 0.77
C -2.67 0.32 1.94
C -3.22 -0.13 3.27
H -3.49 0.73 1.34
H -2.29 -0.49 1.31
H -3.54 0.72 3.89
H -4.11 -0.75 3.08
H -2.51 -0.75 3.83
```

multiplicity	2
energy	-17678.829	eV
energy relative to the best compared isomer or geometry (same formula, charge and spin)	54.1	kJ/mol
charge	+2
largest force on an atom	6.36	eV/A
E_HOMO (alpha / beta)	-17.84 / -17.03	eV

---

Entry 4:
Formula: C6H10O2
Source: the Open Molecules 2025 dataset
Level of theory: ωB97M-V/def2-TZVPD

Structure (XYZ):
```
18
Properties=species:S:1:pos:R:3
C -1.20 1.40 0.28
C -0.73 -0.18 0.04
C -2.04 -1.01 -0.26
C 1.23 0.33 -0.64
C 2.75 -0.01 -0.11
C 1.35 -0.73 0.38
H -0.14 1.87 0.70
H -1.54 1.96 -0.67
H -1.73 1.24 1.34
H -2.00 -2.08 -0.72
H -2.83 -0.40 -0.87
H -2.58 -1.03 0.66
H 1.23 1.20 0.09
H 3.26 -1.05 -0.49
H 3.47 0.79 0.04
H 1.45 -1.77 0.16
O -0.14 -0.03 -1.07
O 0.18 -0.49 1.13
```

energy	-10470.436	eV
energy relative to the best compared isomer or geometry (same formula, charge and spin)	842.7	kJ/mol
largest force on an atom	9.37	eV/A
E_HOMO	-8.87	eV

---

Entry 5:
Formula: C4H25N3O8
Source: the Open Molecules 2025 dataset
Level of theory: ωB97M-V/def2-TZVPD

Structure (XYZ):
```
40
Properties=species:S:1:pos:R:3
C -0.37 -0.61 0.29
C -0.93 -2.03 0.45
C -0.40 -3.02 -0.74
N -1.04 -2.52 -1.96
N 0.69 -0.25 1.24
C 0.35 0.14 2.53
N -0.95 -0.32 2.99
O 1.04 0.75 3.28
H 0.09 -0.63 -0.70
H -1.22 0.14 0.07
H -2.08 -2.02 0.47
H -0.76 -2.63 1.28
H 0.70 -2.96 -0.94
H -0.65 -4.09 -0.55
H -0.45 -2.87 -2.80
H -1.91 -2.97 -2.02
H 1.68 -0.23 0.89
H -1.49 -0.78 2.34
H -1.37 0.09 3.76
H 1.48 4.92 0.14
H 1.07 3.76 1.10
O 0.79 4.29 0.27
H -0.60 1.26 -2.71
H -0.51 1.05 -4.19
O 0.00 1.40 -3.46
H 3.27 -2.55 2.04
H 1.95 -2.39 2.65
O 2.38 -2.96 1.96
H 2.03 3.78 2.58
H 1.82 2.25 2.72
O 2.32 2.87 2.25
H 2.46 0.33 -2.05
H 1.45 0.44 -3.14
O 2.01 -0.20 -2.68
H -1.29 3.05 0.08
H -1.85 1.91 -0.84
O -2.10 2.55 -0.18
H -3.18 0.72 -2.27
H -2.13 -0.30 -2.10
O -2.29 0.61 -2.04
```

energy	-25403.818	eV
energy relative to the best compared isomer or geometry (same formula, charge and spin)	238.8	kJ/mol
largest force on an atom	4.96	eV/A
E_HOMO	-9.71	eV

---

Entry 6:
Formula: C7H11O
Source: the Open Molecules 2025 dataset
Level of theory: ωB97M-V/def2-TZVPD

Structure (XYZ):
```
19
Properties=species:S:1:pos:R:3
C -2.37 -0.25 1.02
O -1.29 -0.57 1.71
C -2.02 0.52 -0.38
C -1.02 -0.32 -1.20
C 0.24 -0.63 -0.45
C 1.25 0.25 -0.35
C 2.36 -0.09 0.54
C 3.60 0.39 0.44
H -2.96 -1.13 0.66
H -3.01 0.51 1.55
H -1.59 1.51 -0.23
H -2.93 0.68 -0.99
H -0.75 0.18 -2.15
H -1.53 -1.21 -1.56
H 0.22 -1.53 0.15
H 1.34 1.11 -0.99
H 2.15 -0.85 1.28
H 3.88 1.27 -0.14
H 4.44 0.15 1.09
```

energy	-9482.995	eV
energy relative to the best compared isomer or geometry (same formula, charge and spin)	10.2	kJ/mol
charge	-1
largest force on an atom	2.04	eV/A
E_HOMO	-2.36	eV